(1)
9
Properties=species:S:1:pos:R:3:forces:R:3 method="wB97M-V/def2-TZVPD" e_homo_ev="-9.7369 / -9.7303" molar_mass_da=88.135 e_lumo_ha="-0.1260 / -0.1260" fmax_ev_per_a=5.06 energy_ha=-586.1360
C 1.055025 1.287031 0.060642 1.3382 0.5918 0.3463
C -1.043958 0.131926 0.267746 -3.5267 -2.2306 0.5832
N 2.001621 1.957549 0.292951 -2.1127 -1.2122 -0.3744
N 0.089910 0.482288 -0.375620 4.5811 -1.0197 -1.8839
S 1.167572 -1.930785 -0.096188 0.1731 2.3309 3.1912
H -0.917915 0.105767 1.342346 -0.4007 -0.4242 0.3539
H -1.868824 0.823565 0.027011 0.2460 0.1934 -0.0367
H -1.393148 -0.885802 -0.213268 0.4236 1.9933 1.3997
H 0.909720 -1.971539 -1.305622 -0.7218 -0.2227 -3.5793

***

(2)
9
Properties=species:S:1:pos:R:3:forces:R:3 method="wB97M-V/def2-TZVPD" e_homo_ev=-9.3167 smiles="[H]/N=C(/N)C=S" molar_mass_da=88.135 e_lumo_ha=-0.0370 fmax_ev_per_a=2.86 energy_ha=-586.2764
C -0.467865 0.004856 -0.017192 2.1396 -1.2839 -0.7265
C 0.901616 -0.688851 -0.045086 0.5811 0.9244 0.6748
H -1.149946 1.908156 0.105100 -0.6859 0.5875 0.1598
H 0.525674 1.669667 0.123528 2.1975 1.2130 0.5087
H -1.197148 -1.736852 -0.050922 -0.1323 0.4201 0.0167
H 0.857239 -1.761783 0.072411 -0.2330 -0.3040 -0.2247
N -0.356541 1.355037 -0.088901 -2.2375 -1.7278 -0.4605
N -1.484734 -0.754718 -0.053564 -0.7540 0.3914 0.1817
S 2.371706 0.004489 -0.045375 -0.8755 -0.2208 -0.1301

***

(3)
9
Properties=species:S:1:pos:R:3:forces:R:3 method="wB97M-V/def2-TZVPD" e_homo_ev=-10.0339 smiles=N#C[C@@H](N)S molar_mass_da=88.135 e_lumo_ha=0.0182 fmax_ev_per_a=4.01 energy_ha=-586.2635
C -1.413960 -0.353755 0.287069 0.9437 0.7718 -0.2003
C -0.018855 0.008279 0.411077 0.9418 0.9569 -0.0773
N -2.535904 -0.502499 0.187368 -1.4803 -0.5090 -0.0813
N 0.838382 -0.719648 -0.584635 0.4593 1.2647 2.0593
S 0.332267 1.841086 0.035451 0.3883 -0.7681 3.9123
H 0.199853 0.010131 1.525682 0.2472 -0.5551 -1.2521
H 0.846435 -1.724391 -0.424757 -0.0329 0.0535 0.1781
H 1.753917 -0.315870 -0.288190 -0.4675 -0.9513 -0.9267
H -0.002133 1.756670 -1.149067 -0.9995 -0.2633 -3.6118

***

(4)
10
Properties=species:S:1:pos:R:3:forces:R:3 method="wB97M-V/def2-TZVPD" e_homo_ev="-8.8303 / -8.8302" molar_mass_da=120.202 e_lumo_ha="-0.0450 / -0.0449" fmax_ev_per_a=2.06 energy_ha=-984.3309
C 0.577666 0.970724 -1.134935 -0.1429 -0.2748 -0.1487
C 0.475315 1.869533 -0.199207 -1.9032 -0.5371 0.5790
N -0.243758 0.032183 -1.611977 -0.0515 -0.4306 -1.0608
N -0.897506 -1.658725 0.233083 -0.2252 0.2659 -0.5815
S -2.105067 1.012182 0.456541 1.7322 0.6275 -0.5721
S -1.538984 -0.445693 -0.825030 0.5224 -0.5039 1.3803
H 1.515192 1.005834 -1.699943 0.1396 0.2461 0.1367
H 0.761267 2.635418 0.467791 0.1887 0.3531 0.3496
H -1.509422 -2.459214 0.298267 -0.1826 -0.0047 -0.0698
H -0.658728 -1.321152 1.156657 -0.0776 0.2585 -0.0126

***

(5)
10
Properties=species:S:1:pos:R:3:forces:R:3 method="wB97M-V/def2-TZVPD" e_homo_ev=-9.0176 smiles="[H]/N=C(/N)SC=S" molar_mass_da=120.202 e_lumo_ha=-0.0191 fmax_ev_per_a=2.62 energy_ha=-984.4674
C -0.342866 0.897124 -0.006824 1.2249 -0.5712 0.8803
C 0.024462 -1.880837 -0.333199 0.2914 -0.1853 0.0276
H 0.874202 0.235799 1.430642 0.3054 -0.1639 0.4538
H 1.404100 1.706380 0.751250 -0.2521 0.0950 -0.1179
H -1.663241 1.855464 -1.041642 1.5509 -0.0359 0.4828
H 1.042580 -1.465579 -0.257279 -0.3623 -0.2896 -0.2782
N 0.869733 0.857158 0.651707 -0.0207 -0.3364 -0.2504
N -0.709945 1.937648 -0.591396 -2.3933 0.2696 -1.0332
S -1.189559 -0.729781 0.161559 -0.5162 0.3891 -0.4580
S -0.309465 -3.413376 -0.764819 0.1720 0.8287 0.2931

***

(6)
10
Properties=species:S:1:pos:R:3:forces:R:3 method="wB97M-V/def2-TZVPD" e_homo_ev="-8.9700 / -8.1471" molar_mass_da=120.202 e_lumo_ha="-0.0175 / -0.0573" fmax_ev_per_a=4.21 energy_ha=-984.3612
C 0.786281 -0.744299 0.407663 -0.3816 1.1046 0.9124
C -0.075356 -0.100911 -0.645097 2.6643 1.0474 -0.5499
N 2.003426 -0.448210 0.635802 -0.0333 -0.6475 -1.1505
N -2.341544 0.502183 0.378208 -3.5974 -0.3479 2.1553
S 3.163872 0.228533 -0.281392 -0.4865 0.0037 0.7021
S -1.094060 1.290766 -0.006497 3.2928 -0.0522 -1.6056
H 0.217309 -1.343235 1.101518 0.2979 -0.3233 0.5283
H 0.677027 0.335166 -1.317342 -0.2486 0.4460 -0.0291
H -0.449323 -0.893170 -1.253482 -1.6595 -0.2552 -0.2119
H -2.887629 1.173174 0.980615 0.1516 -0.9754 -0.7510

***

(7)
11
Properties=species:S:1:pos:R:3:forces:R:3 method="wB97M-V/def2-TZVPD" e_homo_ev=-7.8390 smiles="SNC1=NSCS1" molar_mass_da=152.269 e_lumo_ha=0.0126 fmax_ev_per_a=5.34 energy_ha=-1382.5900
C 0.143904 -0.360467 0.158188 -1.7236 1.6742 -0.4420
C 0.502367 1.035690 -2.323132 4.3433 -0.1709 3.1013
H -0.097051 -0.185002 2.942055 -1.0714 -1.1154 0.1511
H 0.730842 -2.181818 0.817887 -1.5402 1.6044 1.2263
H -0.090053 1.133929 -3.172173 -1.7067 -0.4522 -1.0141
H 1.644969 1.314304 -2.735590 -3.0504 -0.0446 1.6498
N 0.123989 -1.343858 1.104484 2.1515 -2.7978 -2.5501
N -0.468959 0.757241 0.407492 1.7213 -2.2925 -0.3348
S -0.826865 -1.303076 2.485079 1.1981 1.4732 0.4548
S -0.248296 1.967450 -0.634934 0.6041 1.2053 -3.0664
S 0.846940 -0.666026 -1.565542 -0.9261 0.9164 0.8239

***

(8)
11
Properties=species:S:1:pos:R:3:forces:R:3 method="wB97M-V/def2-TZVPD" e_homo_ev=-8.5217 smiles="S=CN(S)/C=N/S" molar_mass_da=152.269 e_lumo_ha=-0.0079 fmax_ev_per_a=1.95 energy_ha=-1382.6056
C 0.526098 -0.543398 0.219221 1.2731 0.2181 -0.0125
C -1.252628 1.074616 -0.299468 0.3843 -0.3242 -0.1270
H 3.682775 0.611810 -0.790385 -0.6333 -1.2170 0.9861
H 0.605294 -1.416473 0.873905 0.2512 -0.0559 -0.3018
H -2.551586 -1.255827 1.151183 0.1413 0.0456 -0.1792
H -2.183949 0.975837 -0.835757 -0.4628 0.5538 0.0180
N 1.486951 0.173259 -0.243224 -0.3061 -1.5292 0.3377
N -0.808290 -0.233786 -0.083711 -0.8919 0.6508 0.0875
S 3.120661 -0.414609 0.001340 -0.5513 1.6604 -0.8587
S -2.068982 -1.455029 -0.098244 1.1357 0.5472 0.2046
S -0.556349 2.483599 0.105135 -0.3402 -0.5497 -0.1547